{
  "formula": "C4H5NOS",
  "method": "the ωB97M-V functional and the def2-TZVPD basis",
  "species": ["C", "C", "C", "C", "N", "O", "S", "H", "H", "H", "H", "H"],
  "xyz": [[0.92, -0.82, -1.20], [1.43, -1.15, -0.01], [-0.49, -0.74, -1.09], [-0.89, 1.94, 1.22], [-1.00, -0.82, 0.11], [-1.59, 2.49, 0.44], [0.16, -1.25, 1.16], [1.48, -0.88, -2.18], [2.40, -1.61, 0.28], [-1.24, -0.44, -1.90], [-1.24, 1.77, 2.30], [0.07, 1.50, 0.87]],
  "mulliken_charge": [-0.39, -0.08, -0.18, 0.01, -0.42, -0.38, 0.06, 0.31, 0.37, 0.33, 0.22, 0.16],
  "lumo_ev": 0.6,
  "charge": 0,
  "largest_force_ev_per_a": 2.99,
  "e_above_lowest_kcal_mol": 40.2,
  "mol_weight_da": 115.2,
  "homo_energy_ev": -9.72,
  "gap_ev": 10.34
}



{
  "formula": "C47H44BiO4P2Se2Si",
  "method": "the ωB97M-V functional and the def2-TZVPD basis",
  "species": ["Bi", "C", "C", "C", "C", "C", "C", "P", "C", "C", "C", "C", "C", "C", "C", "C", "C", "C", "C", "C", "H", "H", "H", "H", "H", "H", "H", "H", "H", "H", "H", "H", "H", "H", "O", "C", "C", "O", "O", "C", "C", "C", "C", "C", "C", "C", "C", "C", "C", "C", "C", "H", "H", "H", "H", "H", "H", "H", "H", "H", "H", "H", "Se", "P", "Se", "C", "C", "C", "C", "C", "C", "C", "C", "C", "C", "C", "C", "H", "H", "H", "H", "H", "H", "H", "H", "H", "H", "C", "Si", "C", "C", "O", "H", "H", "H", "H", "H", "H", "H", "H", "H"],
  "xyz": [[0.36, 0.17, -0.48], [-1.87, -0.52, 7.12], [-2.29, -1.01, 5.89], [-1.58, -0.69, 4.74], [-0.44, 0.13, 4.80], [-0.04, 0.61, 6.04], [-0.75, 0.29, 7.19], [0.45, 0.35, 3.19], [1.80, 1.52, 3.65], [1.86, 2.83, 3.19], [2.95, 3.63, 3.50], [4.00, 3.13, 4.26], [3.95, 1.82, 4.71], [2.87, 1.02, 4.39], [-0.74, 1.48, 2.33], [-1.62, 2.29, 3.06], [-2.56, 3.08, 2.43], [-2.66, 3.07, 1.05], [-1.80, 2.27, 0.31], [-0.83, 1.48, 0.93], [-2.42, -0.77, 8.02], [-3.17, -1.63, 5.81], [-1.90, -1.08, 3.78], [0.83, 1.25, 6.12], [-0.43, 0.68, 8.15], [1.06, 3.23, 2.57], [2.99, 4.65, 3.12], [4.85, 3.76, 4.49], [4.77, 1.42, 5.29], [2.85, -0.02, 4.71], [-1.56, 2.30, 4.14], [-3.24, 3.69, 3.02], [-3.40, 3.67, 0.53], [-1.88, 2.26, -0.77], [0.40, 0.34, -3.44], [0.09, 1.70, -3.71], [0.83, 2.63, -2.68], [1.14, 3.76, -2.99], [1.02, 2.11, -1.51], [0.41, 2.03, -5.18], [0.77, 0.99, -6.04], [1.09, 1.25, -7.37], [1.05, 2.54, -7.86], [0.66, 3.57, -7.01], [0.33, 3.32, -5.69], [-1.41, 1.86, -3.45], [-1.97, 3.12, -3.25], [-3.33, 3.24, -2.99], [-4.14, 2.12, -2.91], [-3.58, 0.86, -3.09], [-2.22, 0.73, -3.37], [1.36, 0.24, -3.52], [0.79, -0.02, -5.68], [1.36, 0.43, -8.02], [1.31, 2.75, -8.89], [0.62, 4.59, -7.39], [0.04, 4.14, -5.05], [-1.35, 4.00, -3.26], [-3.75, 4.23, -2.83], [-5.19, 2.22, -2.68], [-4.19, -0.03, -3.01], [-1.79, -0.25, -3.50], [-2.23, -1.48, 0.00], [-0.95, -3.24, -0.08], [1.18, -3.00, -0.34], [-1.24, -4.07, 1.52], [-2.18, -5.07, 1.74], [-2.35, -5.59, 3.02], [-1.61, -5.09, 4.08], [-0.70, -4.06, 3.87], [-0.51, -3.56, 2.59], [-1.48, -4.29, -1.48], [-1.68, -3.61, -2.68], [-1.96, -4.31, -3.85], [-2.05, -5.69, -3.82], [-1.84, -6.37, -2.63], [-1.55, -5.68, -1.47], [-2.80, -5.42, 0.93], [-3.07, -6.38, 3.19], [-1.75, -5.49, 5.07], [-0.13, -3.65, 4.70], [0.20, -2.76, 2.42], [-1.61, -2.53, -2.69], [-2.11, -3.77, -4.77], [-2.28, -6.24, -4.73], [-1.89, -7.46, -2.62], [-1.34, -6.23, -0.56], [4.31, 2.18, -0.32], [3.60, 0.45, -0.19], [4.79, -0.65, 0.77], [3.47, -0.19, -1.97], [2.17, 0.40, 0.58], [5.21, 2.18, -0.94], [4.57, 2.59, 0.67], [3.57, 2.85, -0.78], [5.75, -0.77, 0.25], [4.35, -1.64, 0.91], [4.99, -0.22, 1.75], [4.40, -0.68, -2.27], [3.30, 0.64, -2.67], [2.67, -0.93, -2.08]],
  "mulliken_charge": [2.15, -0.51, -0.72, -0.51, -0.05, -0.08, -0.63, 0.75, 0.22, -0.59, -0.67, -0.47, -0.69, -0.30, -0.46, 0.23, -0.91, -0.80, 0.19, 0.16, 0.36, 0.43, 0.57, 0.36, 0.39, 0.23, 0.39, 0.35, 0.41, 0.38, 0.50, 0.37, 0.44, -0.05, -0.61, 2.09, -0.20, -0.70, -0.58, -0.23, -0.16, -0.87, -0.41, -0.98, -0.09, -0.51, 0.09, -0.98, -0.48, -0.76, 0.05, 0.12, 0.48, 0.39, 0.38, 0.39, 0.28, 0.29, 0.41, 0.39, 0.42, 0.29, -0.54, 1.09, -0.43, 0.36, -0.38, -0.65, -0.57, -0.54, -0.45, -0.04, -0.12, -0.52, -0.48, -0.63, -0.32, 0.53, 0.38, 0.38, 0.46, 0.01, -0.04, 0.43, 0.36, 0.39, 0.52, -1.13, 0.90, -1.14, -0.85, -0.39, 0.40, 0.25, 0.26, 0.42, 0.21, 0.24, 0.54, 0.15, 0.05],
  "lumo_ev": 2.5,
  "charge": -1,
  "largest_force_ev_per_a": 0.48,
  "e_above_lowest_kcal_mol": 3.6,
  "mol_weight_da": 1129.8,
  "homo_energy_ev": -5.09,
  "gap_ev": 7.57
}